Record 1
{"formula": "C6H12BFNO2PSi", "method": "the ωB97M-V functional and the def2-TZVPD basis", "species": ["N", "P", "Si", "B", "O", "O", "H", "H", "H", "H", "H", "H", "H", "F", "C", "C", "C", "C", "C", "C", "H", "H", "H", "H", "H"], "xyz": [[-4.16469, -0.38882, -4.75395], [-3.38406, -0.44647, -3.38702], [-1.30990, 0.46744, -3.47779], [-0.63783, 0.68157, -1.56533], [-0.83450, -0.37776, -0.73947], [-0.00024, 1.80672, -1.09653], [-5.08659, 0.01954, -4.64787], [-3.11994, -1.72968, -2.86198], [-4.00493, 0.15111, -2.27197], [-0.49834, -0.49580, -4.25549], [-1.38292, 1.74488, -4.21997], [-0.99601, -0.11166, 0.17646], [-0.56365, 2.54118, -0.83654], [0.14961, 1.39676, 2.38323], [1.17568, 0.53583, 2.61065], [1.65257, -0.20008, 1.54964], [2.68428, -1.09568, 1.78559], [3.21759, -1.23142, 3.05862], [2.71489, -0.46969, 4.10374], [1.67943, 0.42727, 3.88764], [1.21835, -0.06428, 0.57078], [3.07226, -1.68679, 0.96726], [4.02327, -1.92976, 3.23687], [3.12703, -0.57459, 5.09808], [1.26864, 1.03018, 4.68536]], "forces_ev_per_a": [[0.01, 0.15, 0.27], [-0.08, 0.16, -0.57], [0.27, -0.06, 0.02], [0.16, 0.01, -0.35], [-0.76, -0.25, 0.07], [-0.32, 0.18, 0.28], [-0.03, -0.16, -0.17], [0.01, -0.08, 0.17], [0.05, 0.01, 0.23], [-0.02, 0.00, 0.00], [-0.09, -0.03, 0.04], [0.52, -0.10, 0.12], [0.20, 0.19, -0.13], [0.04, -0.05, 0.02], [-0.18, 0.12, -0.03], [0.02, -0.02, -0.05], [0.04, -0.02, -0.03], [0.01, -0.01, 0.02], [0.03, -0.02, 0.04], [0.01, 0.02, 0.08], [0.09, -0.01, -0.03], [0.01, -0.01, -0.01], [0.01, -0.01, 0.00], [0.01, 0.00, 0.02], [-0.01, 0.00, 0.00]], "mulliken_charge": [-0.69, 0.22, 0.22, 0.56, -0.47, -0.57, 0.21, 0.07, 0.06, -0.12, -0.14, 0.31, 0.31, -0.31, 0.49, -0.27, -0.49, -0.54, -0.29, -0.57, 0.48, 0.36, 0.38, 0.36, 0.43], "molar_mass_g_mol": 219.04, "total_charge": 0, "e_lumo_ev": 0.21, "energy_ev": -32562.34947}



Record 2
{"formula": "C20H28Cl5F3N4NaO3S", "method": "the ωB97M-V functional and the def2-TZVPD basis", "species": ["Na", "C", "N", "C", "C", "O", "C", "O", "C", "C", "O", "N", "C", "C", "H", "H", "H", "H", "H", "H", "H", "H", "H", "H", "H", "H", "H", "H", "H", "H", "Cl", "C", "C", "C", "Cl", "C", "Cl", "C", "Cl", "C", "Cl", "C", "C", "N", "C", "S", "N", "C", "C", "H", "H", "H", "H", "H", "H", "H", "H", "H", "H", "H", "H", "F", "C", "F", "F"], "xyz": [[0.00262, -0.00704, 1.07751], [-1.29699, -4.32896, -2.22993], [-0.02769, -4.24773, -1.53094], [1.14797, -4.75888, -2.20448], [0.11620, -3.59333, -0.35323], [1.19194, -3.45313, 0.20503], [-1.17630, -3.09997, 0.30469], [-0.93979, -2.21626, 1.37098], [-0.40654, -2.77452, 2.55394], [-0.15207, -1.56887, 3.45109], [0.64440, -0.72733, 3.05448], [-0.81808, -1.44787, 4.61814], [-1.90965, -2.32092, 5.01569], [-0.68618, -0.20934, 5.36620], [-1.11001, -4.73078, -3.22366], [-1.74547, -3.34473, -2.36200], [-2.00622, -4.99097, -1.72392], [1.26229, -4.27454, -3.17628], [1.07074, -5.84041, -2.34887], [2.01958, -4.53572, -1.59601], [-1.75658, -3.97179, 0.64025], [-1.79216, -2.53721, -0.39476], [0.56210, -3.24110, 2.36359], [-1.10207, -3.51135, 2.96416], [-1.63512, -3.37088, 4.94564], [-2.80813, -2.13918, 4.42032], [-2.13944, -2.11388, 6.06010], [0.01992, 0.43862, 4.85664], [-0.33228, -0.41328, 6.37926], [-1.65512, 0.29128, 5.41950], [2.90896, -0.22848, -0.03729], [2.74242, 1.49251, 0.34598], [1.52457, 1.91923, 0.83619], [1.46713, 3.26767, 1.11503], [-0.02285, 3.91710, 1.81665], [2.50693, 4.16604, 0.88084], [2.34445, 5.86430, 1.20096], [3.70782, 3.68093, 0.36735], [5.02998, 4.75582, 0.06256], [3.83768, 2.31830, 0.10938], [5.33428, 1.70096, -0.51588], [1.69668, 3.70654, -3.64760], [1.39534, 2.62808, -2.62093], [0.94054, 1.37752, -3.23360], [-0.12668, 0.64321, -2.81398], [-0.02718, -1.04958, -2.81555], [-1.24226, 1.26368, -2.43508], [-1.68186, 2.61935, -2.72324], [-1.95328, 3.44616, -1.47776], [2.05712, 4.60680, -3.14816], [0.81226, 3.96321, -4.23161], [2.46989, 3.37499, -4.34243], [0.65277, 2.96017, -1.89953], [2.29235, 2.41120, -2.03723], [1.68947, 0.75831, -3.51028], [-1.90810, 0.65976, -1.97406], [-2.60352, 2.53719, -3.30879], [-0.94368, 3.08499, -3.37480], [-2.68982, 2.95449, -0.84181], [-2.33351, 4.42761, -1.76734], [-1.05854, 3.58370, -0.87298], [-3.43238, -0.80756, 0.04026], [-3.19308, 0.42863, 0.68377], [-2.94834, -0.00967, 1.99500], [-1.78740, 0.61696, 0.25285]], "forces_ev_per_a": [[0.41, 0.07, -0.23], [-0.07, -0.02, -0.04], [-0.04, 0.01, -0.01], [0.05, 0.04, -0.02], [-0.11, -0.02, 0.20], [0.10, 0.05, 0.02], [0.04, 0.05, -0.03], [0.20, 0.03, -0.15], [0.02, -0.11, 0.06], [-0.12, -0.11, -0.07], [0.08, -0.10, 0.36], [0.03, -0.05, 0.05], [-0.05, 0.00, 0.04], [-0.02, 0.06, 0.03], [-0.01, -0.03, 0.01], [-0.01, 0.03, 0.01], [0.01, 0.02, 0.00], [0.01, 0.01, -0.02], [0.00, 0.01, -0.01], [-0.02, -0.01, -0.01], [-0.01, -0.01, 0.00], [0.01, 0.01, -0.02], [-0.03, -0.03, 0.01], [-0.01, 0.03, -0.01], [0.01, 0.00, 0.00], [0.01, 0.00, 0.00], [0.00, -0.01, -0.02], [-0.01, -0.02, 0.01], [-0.02, 0.00, 0.00], [0.01, 0.03, -0.01], [-0.02, 0.08, -0.02], [0.05, -0.09, -0.01], [0.10, 0.03, 0.03], [-0.05, 0.09, 0.00], [0.04, -0.04, -0.03], [-0.03, 0.06, -0.01], [0.00, -0.01, 0.00], [0.03, 0.01, 0.01], [-0.01, 0.00, 0.00], [0.03, -0.06, 0.00], [-0.02, 0.01, -0.01], [0.02, 0.00, 0.02], [0.00, 0.01, 0.05], [0.09, -0.10, -0.09], [0.06, -0.04, -0.02], [-0.01, 0.01, 0.04], [-0.06, -0.08, 0.07], [0.00, -0.02, -0.12], [0.00, -0.01, 0.03], [0.01, 0.02, 0.01], [-0.02, 0.01, -0.02], [0.01, -0.02, -0.01], [0.04, -0.01, -0.01], [-0.01, 0.03, -0.04], [-0.05, 0.05, 0.04], [0.01, 0.04, 0.04], [0.01, 0.02, 0.00], [-0.07, 0.00, 0.05], [-0.02, -0.03, 0.00], [-0.01, 0.02, 0.01], [0.04, 0.00, 0.01], [-0.05, -0.03, -0.02], [-0.02, -0.02, -0.11], [0.01, -0.02, 0.17], [-0.56, 0.16, -0.20]], "mulliken_charge": [0.97, -1.00, 0.25, -1.08, 0.66, -0.71, -0.75, -0.05, -0.36, 0.41, -0.86, 0.12, -1.07, -1.15, 0.37, 0.37, 0.29, 0.34, 0.35, 0.30, 0.33, 0.31, 0.38, 0.39, 0.38, 0.33, 0.38, 0.38, 0.33, 0.39, -0.19, 1.08, -1.20, 0.56, -0.21, -0.44, -0.22, 0.63, -0.23, -0.45, -0.20, -1.49, 0.67, -0.10, 0.08, -0.41, 0.05, -0.59, -0.52, 0.34, 0.35, 0.31, -0.32, 0.09, 0.35, 0.14, 0.40, 0.20, 0.21, 0.35, -0.10, -0.24, -1.11, -0.06, 0.29], "molar_mass_g_mol": 661.78, "relative_energy_kcal_mol": 23.5, "total_charge": -1, "e_lumo_ev": 1.94, "energy_ev": -119315.97319}



Record 3
{"formula": "C5H10N2P", "method": "the ωB97M-V functional and the def2-TZVPD basis", "species": ["C", "C", "C", "C", "C", "N", "N", "P", "H", "H", "H", "H", "H", "H", "H", "H", "H", "H"], "xyz": [[-0.09779, -0.97675, 0.68851], [-0.01321, 0.37011, -1.27245], [-1.46013, 0.96359, 0.47044], [-0.62114, -0.93862, -0.73656], [0.03072, 1.02912, 0.07714], [-1.49380, -0.43156, 0.41990], [0.63652, 0.17104, 0.99114], [3.09942, -0.16602, -0.07536], [0.07949, -1.92357, 1.14445], [0.95395, 0.24499, -1.85706], [-0.76195, 0.98216, -1.88004], [-1.52140, 1.42026, 1.54227], [-2.24513, 1.59792, -0.19249], [-1.00104, -1.75113, -1.26781], [0.30281, 2.03294, 0.16837], [-2.30951, -0.95484, 0.78523], [2.88879, -1.66355, -0.16948], [3.53341, -0.00610, 1.16381]], "forces_ev_per_a": [[0.25, -0.45, -1.34], [-1.05, 0.25, -2.08], [-0.83, 4.54, 1.44], [0.81, 2.12, 1.18], [-0.77, 2.21, -1.07], [-2.21, -3.40, 0.36], [3.08, -1.34, 0.58], [-3.14, -1.12, -1.91], [-0.37, -0.28, 0.80], [-1.22, 0.07, 0.97], [1.12, -1.14, 0.26], [-0.22, -1.28, -1.73], [1.97, -2.02, 1.24], [-0.41, -1.15, -0.75], [1.12, 1.47, -0.28], [0.71, 0.23, -0.62], [0.42, 1.64, 0.62], [0.77, -0.33, 2.33]], "mulliken_charge": [-0.39, -0.67, -0.59, 0.03, -0.07, -0.04, -0.69, 0.17, 0.45, 0.28, 0.31, 0.31, 0.32, 0.49, 0.58, 0.28, 0.12, 0.12], "molar_mass_g_mol": 129.12, "relative_energy_kcal_mol": 92.2, "total_charge": 1, "e_lumo_ev": [-5.67, -5.36], "energy_ev": -17604.38810}